Record 1
The following is a quantum chemistry calculation of a 2-piece molecular cluster, C3H8N2O overall, from the Open Molecules 2025 dataset.

Structure (XYZ):
```
14
Properties=species:S:1:pos:R:3:nbo_charge:R:1
C -1.677 -0.285 0.994 -0.594
C -2.289 -0.132 -0.197 0.052
N -2.092 0.856 -1.138 -0.806
H -1.278 0.577 1.508 0.200
H -1.846 -1.211 1.516 0.211
H -3.015 -0.899 -0.430 0.187
H -2.166 0.581 -2.107 0.384
H -1.207 1.335 -1.016 0.381
N 1.422 -0.738 0.903 -0.869
C 2.276 -0.346 -0.095 0.530
O 2.367 0.785 -0.497 -0.594
H 1.408 -1.568 1.494 0.400
H 0.534 -0.194 1.103 0.412
H 2.805 -1.187 -0.632 0.106
```

Properties
- Structure (SMILES): C=CN.NC=O
- 2S+1: 1
- Net charge: 0
- Relative energy (zero: lowest compared OMol25 entry of this formula, charge and spin): 44.0 kcal per mole

=====

Record 2
The following is a quantum chemistry calculation of C21H37MoN3O3S as an isolated structure, from the Open Molecules 2025 dataset.

Structure (XYZ):
```
66
Properties=species:S:1:pos:R:3:nbo_charge:R:1
Mo -0.225 -0.275 -0.043 1.677
C -2.806 -1.467 3.186 -0.710
C -1.598 -1.761 2.388 0.762
O -1.174 -0.863 1.534 -0.641
N -0.919 -2.859 2.517 -0.472
C 0.291 -3.187 1.740 -0.274
C -0.068 -3.479 0.308 0.211
C -0.186 -4.793 -0.104 -0.197
C -0.643 -5.088 -1.383 -0.056
C -1.000 -4.035 -2.211 -0.196
C -0.834 -2.746 -1.753 0.042
N -0.349 -2.444 -0.526 -0.515
H -2.607 -0.593 3.812 0.291
H -3.091 -2.302 3.822 0.282
H -3.631 -1.218 2.517 0.287
H -1.263 -3.546 3.183 0.467
H 0.741 -4.061 2.202 0.283
H 0.994 -2.362 1.835 0.236
H 0.070 -5.591 0.581 0.271
H -0.738 -6.115 -1.713 0.285
H -1.400 -4.206 -3.201 0.279
H -1.111 -1.916 -2.388 0.211
O -1.078 1.452 0.246 -0.869
S -1.435 2.497 1.421 1.180
C -0.486 4.002 0.999 -0.547
C -1.524 5.084 0.687 -0.424
C -2.696 4.386 0.006 -0.419
C -3.021 3.190 0.892 -0.554
H 0.101 3.717 0.123 0.254
H 0.176 4.226 1.834 0.283
H -1.067 5.848 0.058 0.282
H -1.847 5.572 1.607 0.252
H -2.435 4.061 -1.002 0.217
H -3.569 5.034 -0.070 0.290
H -3.609 2.383 0.454 0.276
H -3.493 3.491 1.834 0.285
C 1.150 0.719 -5.272 -0.431
N 0.458 0.682 -3.956 -0.240
C -0.716 1.566 -3.852 -0.429
C 0.904 -0.054 -3.002 0.705
C 2.104 -0.924 -3.115 -0.720
O 0.260 -0.033 -1.820 -0.620
H 0.432 1.054 -6.014 0.268
H 1.515 -0.267 -5.542 0.248
H 1.976 1.428 -5.219 0.263
H -0.418 2.551 -4.208 0.266
H -1.066 1.626 -2.828 0.214
H -1.496 1.177 -4.505 0.265
H 2.968 -0.340 -3.441 0.300
H 1.938 -1.701 -3.866 0.297
H 2.328 -1.404 -2.167 0.248
C 2.632 1.611 1.879 -0.584
C 2.120 0.158 2.074 -0.138
C 1.215 0.077 3.297 -0.616
C 3.338 -0.777 2.214 -0.602
C 1.445 -0.136 0.760 -0.110
H 3.200 1.877 2.772 0.278
H 1.808 2.319 1.778 0.196
H 3.299 1.705 1.022 0.235
H 1.774 0.411 4.171 0.277
H 0.899 -0.946 3.505 0.204
H 0.334 0.716 3.206 0.205
H 3.880 -0.488 3.115 0.274
H 4.023 -0.685 1.370 0.235
H 3.057 -1.824 2.328 0.216
H 2.167 -0.137 -0.076 0.267
```

Properties
- 2S+1: 1
- Net charge: +4
- Calculated total energy: -45641.2163 eV

=====

Record 3
The following is a quantum chemistry calculation of C8H15HgNO4 as an isolated structure, from the Open Molecules 2025 dataset.

Structure (XYZ):
```
29
Properties=species:S:1:pos:R:3:nbo_charge:R:1
C -0.485 2.966 1.721 -0.679
C -1.860 2.144 2.088 -0.111
O -1.647 0.859 2.773 -0.436
C -0.703 -0.011 2.051 -0.105
C -1.126 -0.278 0.463 -0.143
O -0.334 -1.374 -0.118 -0.496
C 0.250 -1.016 -1.419 0.662
N -0.630 -0.453 -2.520 -0.815
C 1.740 -0.260 -1.437 -0.449
C 2.637 -1.497 -0.799 -0.495
C 1.937 -2.745 -1.614 0.766
O 2.585 -3.893 -1.834 -0.404
O 0.560 -2.374 -1.977 -0.611
H 0.454 2.615 2.334 0.242
H -0.306 2.913 0.548 0.196
H -0.695 4.112 1.978 0.273
H -2.473 2.848 2.831 0.253
H -2.512 2.061 1.103 0.191
H -0.786 -1.083 2.568 0.236
H 0.431 0.300 2.170 0.224
H -2.261 -0.646 0.513 0.239
H -1.124 0.692 -0.191 0.214
H -0.442 0.593 -2.563 0.426
H -1.651 -0.554 -2.308 0.387
H 1.965 -0.041 -2.581 0.285
H 1.719 0.719 -0.758 0.283
H 3.732 -1.334 -1.176 0.315
H 2.426 -1.621 0.353 0.296
Hg -1.400 -3.643 -2.200 1.257
```

Properties
- 2S+1: 1
- Net charge: +2
- Calculated total energy: -22367.0435 eV

=====

Record 4
The following is a quantum chemistry calculation of one molecule with the formula C7H8N2O2, from the Open Molecules 2025 dataset.

Structure (XYZ):
```
19
Properties=species:S:1:pos:R:3:nbo_charge:R:1
C -2.581 -1.668 0.423 -0.166
C -2.046 -0.615 0.417 -0.086
C 2.738 0.343 0.464 0.609
C -0.321 1.274 0.300 -0.447
C 0.755 0.701 -0.799 -0.203
C -1.699 0.709 0.207 0.044
C 1.329 -1.619 -0.150 -0.444
N -2.748 1.451 -0.103 0.118
N 1.685 -0.103 -0.099 -0.484
O 3.714 0.223 1.095 -0.524
O -2.839 2.694 -0.299 -0.229
H -2.827 -2.763 0.565 0.255
H 0.056 1.127 1.292 0.238
H -0.453 2.333 0.140 0.235
H 0.309 0.197 -1.696 0.216
H 1.159 1.618 -1.303 0.231
H 0.996 -1.899 -1.129 0.205
H 2.275 -2.127 0.231 0.222
H 0.498 -1.878 0.442 0.208
```

Properties
- 2S+1: 1
- Net charge: 0
- Relative energy (zero: lowest compared OMol25 entry of this formula, charge and spin): 190.2 kcal per mole

=====

Largest force on an atom (computed, hartree/bohr): 0.0460; 0.0073; 0.1948; 0.0942